DFT (ωB97M-V with the def2-TZVPD basis set) results for a cluster of 2 separate species, C5H15NO in total in a non-equilibrium geometry.

```
22
Properties=species:S:1:pos:R:3:forces:R:3:mulliken_charge:R:1
C -1.642021 2.025462 -0.352259 -1.54 -0.89 0.90 -1.564
C -0.520315 1.203003 0.101227 1.25 -1.51 1.55 -0.511
C -0.781145 -0.351750 -0.216390 1.98 0.89 -0.15 0.736
C -0.163023 -0.626184 -1.612316 0.56 -3.13 2.09 -1.476
C -0.069279 -1.241679 0.874213 -1.61 1.27 2.13 -0.846
N -0.000214 -2.684185 0.757956 1.95 -0.37 2.99 -0.571
H -1.504071 3.050949 -0.379670 0.73 2.13 0.22 0.469
H -1.959048 1.773444 -1.328288 -0.61 -0.58 -1.09 0.340
H -2.396163 1.830961 0.396843 -1.03 0.13 -0.34 0.337
H 0.396517 1.675469 -0.314937 -0.15 -1.22 0.12 0.286
H -0.456719 1.263780 1.226658 0.15 0.20 -0.91 0.379
H -1.837078 -0.602537 -0.214344 -0.32 0.39 0.11 0.390
H 0.073924 0.170544 -2.251533 0.09 1.28 -0.61 0.416
H 0.766196 -1.187432 -1.312391 -0.36 0.75 -0.96 0.363
H -0.745118 -1.388386 -2.124335 -0.14 0.11 -0.38 0.359
H 0.968471 -0.917134 0.974704 -0.06 0.44 0.08 0.168
H -0.636909 -1.046474 1.893736 1.16 0.32 -1.78 0.291
H -0.690290 -3.086390 0.244699 -2.53 -1.19 -2.01 0.209
H -0.089960 -3.132805 1.727187 0.35 1.00 -2.01 0.252
O 2.708830 1.422097 0.227114 1.85 0.62 -0.11 -0.636
H 2.000653 1.223110 0.824732 -0.34 -0.08 0.71 0.306
H 3.495148 1.732311 0.747483 -1.37 -0.54 -0.57 0.305
```
Forces are in eV/Å.

## Properties
- Net charge: 0
- HOMO: -0.3335 hartree
- Structure (SMILES): CC[C@@H](C)CN.O
- Lowest unoccupied orbital energy: 0.0327 Ha

=====

DFT (ωB97M-V with the def2-TZVPD basis set) results for a cluster of 2 separate species, C5H10O2 in total.

```
17
Properties=species:S:1:pos:R:3:forces:R:3:mulliken_charge:R:1
C -1.061159 -1.497738 1.228188 -0.04 -0.06 -0.02 -1.071
C -1.269871 -0.023304 1.035371 -0.09 0.09 -0.15 0.100
C -1.429999 0.612515 -0.125375 -0.06 0.13 0.37 -0.469
O -1.342690 0.085284 -1.379674 0.07 -0.21 0.04 -0.526
H -0.085773 -1.720158 1.673992 -0.15 0.07 -0.06 0.228
H -1.111791 -2.055958 0.288141 -0.01 0.07 0.15 0.284
H -1.836442 -1.899490 1.890360 0.10 0.04 -0.06 0.354
H -1.296746 0.594580 1.929597 -0.15 -0.05 -0.12 0.341
H -1.635462 1.679425 -0.171419 0.01 -0.15 0.06 0.447
H -0.881381 -0.763818 -1.317011 -0.10 0.07 -0.01 0.283
C 1.622642 1.327828 -0.516097 0.01 -0.04 0.10 -0.931
C 1.825062 -0.094767 -0.951370 -0.07 -0.21 -0.01 0.177
O 1.212779 -1.054964 -0.542192 0.32 0.39 -0.18 -0.472
H 2.586929 1.840720 -0.464184 -0.09 -0.04 -0.02 0.367
H 1.092084 1.383561 0.435177 0.11 -0.04 -0.15 0.250
H 1.014979 1.829460 -1.281525 0.12 -0.08 0.07 0.265
H 2.596838 -0.243174 -1.731979 0.00 0.02 -0.02 0.374
```
Forces are in eV/Å.

## Properties
- Net charge: 0
- HOMO: -0.3127 hartree
- Structure (SMILES): C/C=C\O.CC=O
- Lowest unoccupied orbital energy: 0.0347 Ha

=====

DFT (ωB97M-V with the def2-TZVPD basis set) results for a structure of composition C11H18N2O2 in a non-equilibrium geometry.

```
33
Properties=species:S:1:pos:R:3:forces:R:3:mulliken_charge:R:1
C -2.254181 0.374362 -1.618997 3.13 0.67 -0.58 -0.905
C -2.715693 0.829282 -0.462460 1.75 0.45 0.64 0.752
C -1.007985 1.710674 1.368942 -2.52 0.55 0.48 0.779
C 2.564014 -1.247420 0.730310 0.79 -0.62 2.16 -0.598
C 1.279755 -1.943380 0.512934 -2.08 -0.64 0.62 -0.788
C 2.872089 -0.247849 -0.278287 0.46 1.18 -1.54 -0.678
C 0.104727 -0.976234 0.318848 -0.55 -1.47 -1.64 -0.904
C 1.703387 0.674821 -0.639174 0.03 -0.31 -0.29 -0.604
C 0.373174 -0.100481 -0.889183 1.51 1.68 0.13 1.238
C -2.095842 1.644589 2.505484 0.00 -1.06 0.44 -0.893
C 0.452794 -0.891891 -2.186240 -0.98 1.47 -1.41 -1.845
N -0.606198 1.001399 -1.036008 -5.09 -0.75 -1.51 -0.661
N -1.497776 1.294315 0.139408 0.23 -0.97 -0.49 0.214
O 0.102360 2.146703 1.481745 0.60 0.01 0.51 -0.608
O -3.917838 0.988729 0.107829 2.70 0.05 2.61 -0.494
H -2.548242 0.076319 -2.657610 0.34 0.41 1.50 0.305
H 2.395718 -0.808555 1.690726 0.54 0.51 1.06 0.362
H 3.389588 -1.974101 0.776612 -0.21 0.16 0.38 0.336
H 1.277305 -2.622493 -0.347413 0.12 -0.18 0.33 0.362
H 0.979738 -2.451150 1.458389 0.59 -0.45 -0.81 0.357
H 3.749696 0.421134 -0.172706 -0.25 -0.62 0.72 0.325
H 3.184170 -0.944787 -1.044800 -0.08 0.50 -1.52 0.302
H -0.774229 -1.600393 0.041652 0.24 0.25 0.31 0.358
H -0.202627 -0.449060 1.207304 0.51 0.26 0.28 0.392
H 1.338343 1.258431 0.239572 1.53 0.34 -0.89 0.313
H 2.096705 1.248454 -1.546595 -1.27 -0.22 1.27 0.258
H -2.286646 2.615468 3.058846 0.47 -1.02 -1.00 0.326
H -1.780591 0.871444 3.324706 -0.40 1.33 -1.63 0.233
H -3.037022 1.269599 2.008780 0.91 0.55 1.05 0.234
H 0.492219 -0.248863 -3.178255 -0.81 -0.83 2.17 0.286
H -0.453902 -1.497553 -2.055182 0.39 -0.50 -1.24 0.452
H 1.376847 -1.422527 -2.325919 0.18 -0.74 0.59 0.441
H -4.553857 1.001017 -0.533256 -2.77 0.01 -2.70 0.357
```
Forces are in eV/Å.

## Properties
- Net charge: 0
- HOMO: -0.3239 hartree
- Lowest unoccupied orbital energy: 0.0138 Ha

=====

DFT (ωB97M-V with the def2-TZVPD basis set) results for a structure of composition C7H6EuNO6 in a non-equilibrium geometry.

```
21
Properties=species:S:1:pos:R:3:forces:R:3:mulliken_charge:R:1
O -0.002538 2.239844 -5.292593 -0.03 -0.01 2.85 -0.158
C -0.016849 2.224352 -4.147067 0.03 -0.03 -2.79 0.162
Eu 0.013668 0.052196 -0.032566 0.09 9.42 0.62 -0.265
C -0.061204 0.374485 1.876291 -1.54 1.35 2.70 0.356
O -0.065450 0.557609 2.956328 -0.01 1.18 5.95 -0.196
C 0.008729 -1.916374 0.115244 -1.32 -1.07 -1.44 0.692
O 0.041155 -3.001878 0.146508 0.24 -7.25 0.36 -0.203
C 1.905864 0.003761 -0.207380 6.73 0.84 -2.80 0.293
O 2.986466 -0.035624 -0.349289 6.29 -0.38 -0.54 -0.157
C -1.891366 -0.065771 -0.258441 -6.33 -0.76 -0.32 0.226
O -2.967501 -0.120040 -0.468405 -5.38 -0.30 -1.07 -0.149
H 0.035869 -0.295674 -1.566362 0.50 -2.05 -5.07 0.256
C 0.136219 -2.410427 3.169360 -0.24 -0.39 0.50 -1.210
C 1.404266 -1.904746 2.544615 0.97 -0.09 0.20 0.718
N 2.591199 -2.261252 3.060752 -0.48 -0.34 0.42 -0.330
O 1.414363 -1.142488 1.546072 0.49 -0.64 1.22 -0.663
H 0.135790 -3.518947 3.147899 0.01 0.57 0.09 0.394
H -0.779204 -2.056668 2.659928 0.70 -0.13 0.19 0.322
H 0.095130 -2.072690 4.225550 0.02 -0.27 -0.54 0.399
H 3.471852 -1.926370 2.652252 -0.77 -0.21 0.24 0.272
H 2.630842 -2.879696 3.881906 0.04 0.55 -0.75 0.241
```
Forces are in eV/Å.

## Properties
- Net charge: +1
- 2S+1: 8
- HOMO (spin up / spin down): -0.4203 / -0.5189 hartree
- ⟨S²⟩: 15.78
- Lowest unoccupied orbital energy (spin up / spin down): -0.1588 / -0.2048 Ha

=====

DFT (ωB97M-V with the def2-TZVPD basis set) results for a cluster of 2 separate species, C24H27N4 in total in a non-equilibrium geometry.

```
55
Properties=species:S:1:pos:R:3:forces:R:3:mulliken_charge:R:1
C -1.809441 1.533816 -1.557286 -0.86 0.22 -1.02 0.161
C -1.237081 2.420378 -2.505441 0.80 0.93 -0.42 0.890
C -0.135710 1.923096 -3.280989 -0.38 0.03 0.48 -0.307
C 0.488330 2.700743 -4.241176 0.16 0.32 -0.25 -0.717
C 0.050651 4.016196 -4.484130 -0.46 -0.65 0.40 -0.319
C -1.041667 4.519350 -3.757206 -0.01 0.05 0.21 -0.813
C -1.636871 3.769858 -2.747303 0.16 -0.23 -0.32 -0.234
C -3.081680 1.549254 -0.940666 -0.90 -0.07 0.63 0.926
C -3.478279 0.370322 -0.222502 0.32 0.34 -0.16 -0.107
C -4.681815 0.302143 0.460115 -0.27 0.12 0.11 -0.719
C -5.523518 1.428071 0.519663 0.58 -0.10 -0.37 -0.294
C -5.181300 2.582149 -0.204585 0.23 0.06 -0.21 -0.877
C -4.022439 2.623671 -0.974178 -0.14 -0.25 0.31 -0.241
H -1.228880 0.639009 -1.375291 0.23 -0.43 0.27 0.222
H 0.198709 0.901212 -3.098323 -0.05 0.23 -0.03 0.411
H 1.331977 2.294436 -4.811754 -0.41 0.17 0.29 0.386
H 0.538312 4.639005 -5.232448 -0.11 -0.20 0.16 0.406
H -1.422174 5.521841 -3.971519 0.26 -0.31 0.18 0.392
H -2.393929 4.231928 -2.119192 0.37 -0.02 -0.33 0.387
H -2.801238 -0.483202 -0.236351 -0.09 0.22 0.12 0.197
H -4.972716 -0.622280 0.968275 0.17 0.39 -0.18 0.403
H -6.451658 1.406634 1.093399 0.31 -0.05 -0.15 0.398
H -5.832319 3.458326 -0.179038 0.13 -0.36 -0.09 0.396
H -3.848240 3.477777 -1.617683 -0.19 -0.18 0.33 0.269
C 2.705281 1.886224 1.685357 0.01 -0.12 -0.03 -1.201
N 2.757304 0.438952 1.742112 1.01 0.58 -0.08 -0.034
C 3.483003 -0.081657 2.874571 -0.45 0.29 0.53 -0.683
C 3.771294 -1.566194 2.775680 0.55 -0.10 -0.39 -0.795
N 2.701032 -2.316854 2.156617 0.43 -0.26 0.33 -0.107
C 2.616939 -3.722999 2.488621 -0.30 -0.06 0.49 -0.808
C 1.872176 -4.535789 1.446623 0.37 -0.21 -0.63 -0.709
N 0.740969 -3.838785 0.887540 -0.48 -0.77 0.41 -0.059
C -0.120874 -4.666950 0.067869 -0.02 0.08 0.02 -1.183
C 0.782384 -2.489860 0.697357 0.00 0.94 -0.38 0.513
C -0.169745 -1.816034 -0.101548 0.85 0.31 0.50 -1.281
N -0.109037 -0.496426 -0.266266 -0.50 0.04 -0.71 -0.505
C 0.837478 0.257477 0.277657 0.20 -0.94 0.42 -0.628
C 1.818777 -0.318190 1.111786 -0.82 -0.44 -0.19 0.125
C 1.799467 -1.725070 1.331807 -1.12 0.71 -0.78 1.492
H 2.595123 2.233955 0.652749 0.12 -0.03 0.19 0.374
H 1.874754 2.299659 2.281509 0.12 -0.05 -0.07 0.366
H 3.652248 2.264265 2.087890 -0.28 0.06 -0.16 0.346
H 4.424117 0.476252 2.924508 -0.05 -0.24 0.18 0.394
H 2.925837 0.130384 3.804606 0.09 -0.07 -0.08 0.328
H 4.703366 -1.681227 2.194538 -0.19 -0.18 0.15 0.299
H 3.949476 -1.971502 3.781864 -0.01 0.14 -0.23 0.437
H 3.635624 -4.119479 2.604207 -0.26 0.04 -0.04 0.439
H 2.092297 -3.860741 3.450120 0.22 0.15 -0.08 0.319
H 2.562656 -4.841059 0.638837 -0.04 0.07 0.15 0.332
H 1.486305 -5.455089 1.901181 0.24 0.11 0.03 0.397
H -1.128388 -4.241203 0.007322 0.20 -0.21 0.08 0.338
H 0.269431 -4.782423 -0.956907 -0.08 0.00 0.14 0.363
H -0.184322 -5.655342 0.535051 -0.07 0.18 -0.17 0.360
H -0.982817 -2.333939 -0.616597 0.38 0.13 0.21 0.274
H 0.810821 1.325911 0.048944 0.02 -0.34 0.20 0.281
```
Forces are in eV/Å.

## Properties
- Net charge: +1
- HOMO: -0.3356 hartree
- Lowest unoccupied orbital energy: -0.1928 Ha